Entry 1:
Below is C41H45BrClCrN4O2S as an isolated structure at a distorted geometry, with properties calculated with ωB97M-V/def2-TZVPD.

Positions of all 96 atoms, in Å:
Cr 1.47 0.89 -1.65
C -3.64 -0.06 4.96
C -3.26 1.29 4.32
C -3.93 1.40 2.95
C -3.78 2.43 5.20
C -1.74 1.34 4.20
C -0.94 1.80 5.25
C 0.45 1.83 5.17
C 1.07 1.37 4.02
S 2.77 1.26 3.67
C 2.42 0.86 1.99
N 1.08 0.26 1.91
C 0.28 0.88 2.98
C -1.10 0.87 3.06
C 3.36 0.95 0.95
C 4.71 1.17 1.39
C 5.77 1.29 0.52
C 5.56 1.19 -0.85
C 4.26 1.01 -1.30
C 3.13 0.89 -0.48
H -4.72 -0.11 5.09
H -3.16 -0.17 5.93
H -3.33 -0.89 4.32
H -5.01 1.52 3.09
H -3.78 0.50 2.35
H -3.55 2.26 2.39
H -4.87 2.45 5.17
H -3.41 3.39 4.84
H -3.49 2.31 6.24
H -1.39 2.16 6.16
H 1.04 2.22 5.99
H -1.67 0.48 2.23
H 4.89 1.23 2.45
H 6.77 1.45 0.91
H 6.38 1.26 -1.55
H 4.12 0.99 -2.37
Cl 0.33 3.28 0.24
C 1.23 2.95 -1.28
H 2.17 3.49 -1.16
H 0.65 3.53 -2.01
Br 1.37 0.88 -8.19
C 1.65 1.07 -6.34
C 0.99 2.04 -5.61
C 1.20 2.12 -4.25
N 2.00 1.28 -3.56
C 2.70 0.40 -4.31
C 2.54 0.24 -5.67
H 0.32 2.74 -6.09
H 0.71 2.89 -3.68
H 3.41 -0.22 -3.78
H 3.12 -0.50 -6.20
N -1.83 -3.41 -2.63
C -0.68 -4.13 -2.56
O -0.66 -5.34 -2.71
C 0.57 -3.37 -2.26
C 1.69 -4.08 -1.83
C 2.85 -3.37 -1.55
C 2.84 -1.99 -1.67
N 1.78 -1.30 -2.09
C 0.69 -2.00 -2.42
H -2.68 -3.92 -2.77
H -1.90 -2.49 -2.22
H 1.62 -5.15 -1.72
H 3.75 -3.87 -1.23
H 3.72 -1.40 -1.42
H -0.14 -1.42 -2.82
C 0.63 -3.51 1.16
C 0.49 -2.02 0.87
C 1.08 -1.26 2.07
C -0.93 -1.63 0.48
C -2.02 -2.37 0.91
C -3.29 -2.09 0.44
C -3.46 -1.08 -0.50
C -2.40 -0.30 -0.95
C -2.72 0.82 -1.93
C -1.89 0.78 -3.21
C -2.60 2.19 -1.25
C -1.11 -0.54 -0.41
O -0.06 0.24 -0.68
H 1.68 -3.80 1.19
H 0.13 -4.10 0.38
H 0.19 -3.77 2.12
H 1.13 -1.78 0.02
H 0.55 -1.50 2.99
H 0.69 0.48 0.97
H 2.12 -1.56 2.18
H -1.88 -3.18 1.61
H -4.15 -2.65 0.79
H -4.45 -0.89 -0.90
H -3.76 0.69 -2.22
H -0.83 0.87 -2.98
H -2.16 1.60 -3.87
H -2.06 -0.15 -3.76
H -1.57 2.39 -0.95
H -3.22 2.23 -0.36
H -2.93 2.98 -1.93

* strongest force on any atom: 1.96 eV Å⁻¹
* relative energy (zero: lowest compared OMol25 entry of this formula, charge and spin): 11.0 kcal/mol
* E_tot: -175123.66720 eV
* <S²>: 3.846
* net charge: 0
* E_HOMO (alpha / beta): -5.06 / -5.12 eV
* multiplicity: 4

Entry 2:
Below is C27H33AuN2O3 as an isolated structure, with properties calculated with ωB97M-V/def2-TZVPD.

Positions of all 66 atoms, in Å:
Au -0.30 -0.40 0.16
C -2.89 -1.05 -6.43
C -2.87 0.28 -5.67
C -4.30 0.83 -5.57
C -1.98 1.28 -6.42
C -2.36 0.10 -4.25
C -2.05 1.23 -3.46
C -1.45 1.06 -2.20
N -1.28 -0.11 -1.66
C -1.84 -1.32 -2.21
C -2.18 -1.13 -3.67
C -0.64 -3.10 -1.07
C -0.63 -4.47 -1.18
C -0.36 -5.27 -0.07
C -0.11 -4.62 1.14
C -0.13 -3.25 1.19
N -0.37 -2.50 0.09
C -0.37 -6.79 -0.20
C 0.07 -7.47 1.10
C -1.80 -7.23 -0.55
C 0.59 -7.20 -1.33
H -3.21 -0.87 -7.46
H -3.59 -1.76 -5.99
H -1.90 -1.51 -6.47
H -4.70 0.99 -6.57
H -4.33 1.79 -5.05
H -4.96 0.13 -5.05
H -2.33 1.37 -7.45
H -0.94 0.94 -6.45
H -2.00 2.28 -5.98
H -2.17 2.23 -3.83
H -1.07 1.93 -1.66
H -2.34 -2.04 -4.22
H -0.84 -4.90 -2.15
H 0.09 -5.16 2.05
H 0.06 -2.71 2.12
H -0.62 -7.27 1.92
H 1.07 -7.18 1.40
H 0.07 -8.55 0.94
H -2.50 -6.94 0.24
H -1.83 -8.31 -0.65
H -2.14 -6.80 -1.49
H 1.61 -6.86 -1.12
H 0.29 -6.80 -2.30
H 0.61 -8.28 -1.41
C -4.77 -5.32 -3.06
O -5.41 -4.61 -2.00
C -4.88 -3.47 -1.57
C -5.63 -2.72 -0.66
C -5.15 -1.52 -0.20
C -3.90 -1.01 -0.58
C -3.53 0.25 0.14
C -4.56 1.35 0.19
O -2.48 0.38 0.77
C -3.15 -1.76 -1.50
O -0.84 -2.35 -2.18
C -3.65 -2.97 -1.99
H -5.39 -6.19 -3.26
H -3.77 -5.65 -2.76
H -4.71 -4.70 -3.95
H -6.60 -3.10 -0.34
H -5.76 -0.96 0.50
H -5.17 1.38 -0.71
H -4.06 2.30 0.37
H -5.22 1.18 1.05
H -3.08 -3.52 -2.72

* strongest force on any atom: 0.60 eV Å⁻¹
* relative energy (zero: lowest compared OMol25 entry of this formula, charge and spin): 24.6 kcal/mol
* E_tot: -41331.35477 eV
* <S²>: 2.037
* net charge: +2
* E_HOMO (alpha / beta): -14.52 / -14.49 eV
* multiplicity: 3